Below is a structure of composition C22H38MnO3P2S, with properties calculated with ωB97M-V with the def2-TZVPD basis set.

Each line ends with the natural charge from an NBO analysis.
Atoms and positions in Å:
P1 1.3565 -0.6107 -2.3020  0.6122
P2 2.4900 2.1249 -2.2324  0.8076
C1 1.2694 0.5727 -3.9910  -0.5927
C2 2.5638 1.3034 -3.9326  -0.6869
H1 0.3644 1.2375 -3.9992  0.2274
H2 1.1745 -0.0184 -4.9087  0.2251
H3 3.4338 0.6185 -3.9622  0.2323
H4 2.6120 2.0047 -4.7606  0.2263
C3 0.7836 2.7222 -1.8586  -0.9425
H5 0.7069 2.9587 -0.7844  0.2885
H6 -0.0133 2.0217 -2.1172  0.2649
H7 0.6381 3.6327 -2.4385  0.2438
C4 3.8967 3.1780 -2.2939  -0.9526
H8 4.6788 2.6479 -2.8682  0.2656
H9 4.1024 3.2824 -1.2167  0.2576
H10 3.7322 4.1730 -2.7005  0.2474
C5 0.1852 -1.5468 -3.5185  -0.8489
H11 -0.2629 -2.4846 -3.1616  0.2292
H12 0.8636 -1.8598 -4.3557  0.2031
H13 -0.6261 -0.9098 -3.9253  0.2308
C6 2.4650 -2.0590 -2.5677  -0.9282
H14 3.3394 -2.0658 -1.9263  0.2375
H15 2.7731 -2.2019 -3.6074  0.2339
H16 1.8530 -2.9274 -2.3074  0.2524
Mn1 2.4387 0.5473 -0.8311  1.1100
C7 -2.7921 -0.2268 -1.8552  -0.2099
C8 -3.5332 -0.6039 -2.9321  -0.1593
C9 -4.2689 -1.9111 -3.1536  -0.4361
C10 -4.2085 -2.8104 -1.9307  -0.4607
C11 -3.0222 -3.7120 -1.9696  -0.1783
C12 -1.8814 -3.3802 -1.3764  -0.2016
C13 -1.7752 -2.1640 -0.4158  -0.4285
C14 -2.6350 -0.8319 -0.4781  -0.4768
C15 2.5814 -0.7972 0.5795  -1.2129
H17 -2.2839 0.7299 -1.8740  0.1947
H18 -3.5875 0.0242 -3.8337  0.1966
H19 -3.8594 -2.4268 -4.0431  0.2137
H20 -5.3456 -1.7278 -3.3869  0.2160
H21 -4.0947 -2.2158 -1.0361  0.2270
H22 -5.1600 -3.3415 -1.8009  0.2137
H23 -3.1282 -4.6392 -2.5506  0.1991
H24 -0.9247 -3.9491 -1.3818  0.2049
H25 -0.7591 -1.8014 -0.6417  0.1976
H26 -1.8114 -2.5682 0.6234  0.2299
H27 -3.5576 -0.7466 0.1192  0.2269
H28 -1.9574 -0.1671 0.0759  0.2344
H29 3.3411 -0.3977 1.2785  0.2387
H30 2.7369 -1.8054 0.1607  0.1971
H31 1.5923 -0.6187 1.0383  0.2341
C16 -0.8992 1.1283 8.5886  -0.6171
C17 -0.2404 1.1842 7.2457  -0.0789
C18 0.2216 0.0600 6.5539  -0.2206
C19 0.8024 0.1518 5.3079  -0.2283
C20 0.9463 1.4349 4.6920  0.3238
C21 0.4680 2.5828 5.3872  -0.2972
C22 -0.0951 2.4342 6.6377  -0.1892
S1 0.9885 2.5688 1.9763  1.7347
O1 1.5726 1.4894 3.5382  -0.7462
O2 -0.4089 2.1567 1.8539  -0.9398
O3 1.8918 1.9519 0.9615  -1.0804
H32 -1.9967 1.1252 8.4972  0.2090
H33 -0.5864 0.2147 9.1046  0.2080
H34 -0.5965 2.0308 9.1376  0.2098
H35 0.1318 -0.9095 7.0278  0.1972
H36 1.1633 -0.7292 4.7707  0.2090
H37 0.5723 3.5529 4.9096  0.2073
H38 -0.4195 3.3194 7.1617  0.1951

Output
**Energy**: -3318.4142 hartree
**Multiplicity**: 6
**Expectation value of S²**: 8.779
**Charge**: 0
**Energy above the lowest of the compared OMol25 structures with the same formula, charge and spin**: 3.895 eV
**Frontier orbital gap (alpha / beta)**: 6.67 / 5.58 eV

---

Below is a cluster of 2 separate species, C4H9N2 in total, with properties calculated with ωB97M-V with the def2-TZVPD basis set.

Each line ends with the natural charge from an NBO analysis.
Atoms and positions in Å:
C1 -1.6128 0.9093 1.0318  -0.2365
C2 1.3626 -0.6612 -1.6918  -0.2102
C3 -0.4020 0.0909 0.9816  -0.4021
C4 0.1301 -1.2845 -1.2289  0.2201
N1 -0.2586 1.5678 1.0613  -0.5542
N2 1.1664 -2.0083 -1.1198  -0.4712
H1 -2.0922 0.8759 0.1474  0.1981
H2 -2.3160 1.2459 1.7407  0.2214
H3 1.5395 -0.6356 -2.6870  0.2228
H4 1.8206 0.0480 -1.0445  0.2178
H5 0.0184 -0.5988 1.6961  0.2069
H6 -0.8376 -1.1432 -0.7825  0.2881
H7 0.0341 2.1345 1.9288  0.4314
H8 1.4054 -2.5727 -0.2527  0.4542
H9 0.0422 2.0318 0.2197  0.4133

Output
**Energy**: -266.8286 hartree
**Charge**: +1
**Energy above the lowest of the compared OMol25 structures with the same formula, charge and spin**: 7.366 eV
**Frontier orbital gap**: 7.71 eV

---

Below is the molecule C5H8O, with properties calculated with ωB97M-V with the def2-TZVPD basis set.

Each line ends with the natural charge from an NBO analysis.
Atoms and positions in Å:
C1 0.3043 -1.0896 -0.4280  -0.4023
C2 -1.1259 -0.5454 -0.3014  -0.4262
C3 -0.9849 0.6266 0.6348  0.0513
O1 -0.0802 0.5387 1.7327  -0.4912
C4 0.3798 1.1229 0.5152  0.0442
C5 1.2311 0.1434 -0.2717  -0.4300
H1 0.4687 -1.6136 -1.3737  0.2127
H2 0.4867 -1.7955 0.3864  0.2134
H3 -1.4466 -0.0978 -1.2546  0.2054
H4 -1.8668 -1.2934 -0.0103  0.2153
H5 -1.8199 1.2984 0.8202  0.1891
H6 0.4885 2.2005 0.4542  0.1890
H7 1.5213 0.5778 -1.2352  0.2069
H8 2.1579 -0.1251 0.2524  0.2225

Output
**Energy**: -270.5142 hartree
**Charge**: 0
**Energy above the lowest of the compared OMol25 structures with the same formula, charge and spin**: 1.190 eV
**Frontier orbital gap**: 11.24 eV

---

Below is a structure of composition C9H36CdF12O9P2, with properties calculated with ωB97M-V with the def2-TZVPD basis set.

Each line ends with the natural charge from an NBO analysis.
Atoms and positions in Å:
Cd1 0.7604 -1.0409 -0.4002  1.7785
P1 -1.5964 2.5720 -0.5697  2.6088
F1 -1.2406 1.3384 0.4532  -0.6107
F2 -2.3490 3.4053 0.5606  -0.5769
F3 -0.2153 3.3074 -0.0455  -0.6171
F4 -1.8411 3.6753 -1.6037  -0.5686
F5 -0.6976 1.7136 -1.6365  -0.6137
F6 -2.9221 1.7938 -1.0910  -0.5811
P2 2.4493 -3.7477 -0.5337  2.6136
F7 2.8326 -2.3436 -1.4004  -0.6311
F8 3.9653 -3.9006 -0.1838  -0.5529
F9 2.2288 -2.7297 0.7435  -0.6157
F10 1.8952 -4.9416 0.3537  -0.5598
F11 0.9321 -3.3898 -1.0105  -0.6217
F12 2.5273 -4.6166 -1.8519  -0.5778
C1 1.4875 -2.6078 -4.7407  -0.2519
O1 0.5659 -3.3002 -3.9123  -0.7424
H1 2.2747 -3.2984 -5.0130  0.1822
H2 1.0075 -2.2088 -5.6129  0.1863
H3 1.9443 -1.8047 -4.1635  0.1710
H4 1.0668 -3.8071 -3.2698  0.5019
C2 0.6050 3.1694 3.7548  -0.2575
O2 0.0933 2.1965 2.8214  -0.7592
H5 0.0431 4.0883 3.5464  0.1799
H6 0.3721 2.8059 4.7742  0.1944
H7 1.6679 3.4491 3.5574  0.1696
H8 -0.1667 2.6969 2.0437  0.4868
C3 -2.0240 -1.8028 4.3912  -0.2483
O3 -1.3945 -0.8392 3.5835  -0.7935
H9 -3.0906 -1.6575 4.2488  0.1641
H10 -1.7683 -2.8168 4.0107  0.1771
H11 -1.7021 -1.7221 5.4504  0.1708
H12 -1.8993 0.0375 3.6813  0.5161
C4 -3.9001 1.3928 2.6531  -0.2559
O4 -2.5396 1.4018 3.0057  -0.7353
H13 -4.4852 1.4651 3.5723  0.1831
H14 -4.1831 2.0879 1.8832  0.1941
H15 -4.1476 0.4232 2.1779  0.1479
H16 -2.0924 1.4926 2.1575  0.5030
C5 -1.7943 -0.9937 -2.6127  -0.2380
O5 -0.5800 -1.6098 -2.1292  -0.8719
H17 -2.2973 -1.7589 -3.2619  0.1787
H18 -2.3882 -0.7719 -1.7798  0.1977
H19 -1.5511 -0.1769 -3.2665  0.1918
H20 -0.0321 -2.1558 -2.7660  0.5329
C6 0.8541 3.5730 -3.6416  -0.2487
O6 1.5334 3.3091 -2.4402  -0.7552
H21 1.5071 4.0055 -4.4201  0.1723
H22 0.5389 2.6676 -4.1287  0.1595
H23 0.0020 4.2183 -3.5753  0.1867
H24 0.9478 3.4124 -1.6971  0.4968
C7 3.3009 0.7283 -1.2052  -0.2528
O7 1.9198 0.5394 -1.4408  -0.8352
H25 3.4638 1.4402 -0.4216  0.1697
H26 3.7470 -0.2326 -0.8875  0.2069
H27 3.7764 1.1792 -2.0496  0.1915
H28 1.5054 1.3615 -1.7836  0.5373
C8 2.4768 -0.0362 2.2618  -0.2558
O8 1.5020 0.2517 1.2944  -0.8296
H29 3.4793 0.2077 1.8243  0.1700
H30 2.3293 0.5288 3.2095  0.1960
H31 2.4337 -1.1339 2.4579  0.2057
H32 1.0686 1.1021 1.4483  0.5304
C9 -2.2878 -2.0671 0.5420  -0.2447
O9 -0.9888 -1.6518 0.9608  -0.8353
H33 -2.6688 -2.9559 1.0255  0.1777
H34 -3.0249 -1.3360 0.7249  0.1754
H35 -2.2626 -2.2839 -0.5034  0.1938
H36 -0.9735 -1.2971 1.8762  0.5382

Output
**Energy**: -3090.8827 hartree
**Charge**: 0
**Frontier orbital gap**: 10.89 eV

---

Below is the molecule C19H26N4O4, with properties calculated with ωB97M-V with the def2-TZVPD basis set.

Each line ends with the natural charge from an NBO analysis.
Atoms and positions in Å:
C1 1.7207 -0.6214 -5.4686  -0.6243
H1 1.5618 -0.2219 -4.4707  0.2263
H2 2.5572 -1.3144 -5.4374  0.2075
H3 1.9763 0.2024 -6.1308  0.2094
C2 0.4798 -1.3317 -5.9952  -0.2006
N1 0.1370 -2.4977 -5.2077  -0.4519
C3 -0.7893 -3.4026 -5.8702  -0.2087
C4 -1.4288 -4.1803 -4.7285  -0.4110
H4 -2.3637 -4.6564 -5.0168  0.2168
H5 -0.7391 -4.9426 -4.3666  0.2016
C5 -1.6113 -3.0869 -3.6794  -0.4118
H6 -1.7055 -3.4821 -2.6687  0.2003
H7 -2.5059 -2.5037 -3.9036  0.2096
C6 -0.3539 -2.2224 -3.8613  -0.0557
C7 0.7425 -2.5830 -2.8376  -0.2283
N2 0.4779 -2.0269 -1.5315  -0.6078
C8 0.9153 -0.7940 -1.1902  0.6595
O1 1.6176 -0.1147 -1.9150  -0.6218
C9 0.4918 -0.3141 0.1649  -0.0833
C10 0.4664 1.0574 0.3630  -0.2354
C11 0.0980 1.5822 1.5978  0.2812
C12 -0.2457 0.7185 2.6426  -0.2211
C13 -0.1949 -0.6605 2.4412  -0.1189
C14 0.1699 -1.1763 1.2176  -0.2424
H8 0.2345 -2.2461 1.0915  0.2166
H9 -0.4471 -1.3019 3.2716  0.2418
C15 -0.6425 1.2631 3.9455  0.6793
O2 -0.9475 0.5798 4.8983  -0.5867
N3 -0.6586 2.6508 4.0261  -0.4640
C16 -0.2883 3.5235 3.0164  0.7957
O3 -0.2803 4.7234 3.1507  -0.6117
N4 0.0650 2.9348 1.8272  -0.6110
H10 0.3340 3.5691 1.0866  0.4243
C17 -1.0591 3.2405 5.2938  -0.2409
C18 0.1159 3.3236 6.2684  -0.0653
O4 -0.3469 3.9279 7.4502  -0.5353
C19 0.6472 4.0338 8.4357  -0.2437
H11 0.1819 4.5130 9.2944  0.1947
H12 1.0256 3.0461 8.7276  0.1651
H13 1.4900 4.6445 8.0879  0.1646
H14 0.9282 3.9206 5.8226  0.1662
H15 0.4986 2.3121 6.4767  0.1729
H16 -1.4392 4.2444 5.1022  0.2406
H17 -1.8406 2.6165 5.7305  0.2324
H18 0.7449 1.7068 -0.4534  0.2382
H19 -0.2338 -2.4676 -0.9719  0.3953
H20 1.6910 -2.1690 -3.1792  0.2382
H21 0.8350 -3.6670 -2.7551  0.1973
H22 -0.5866 -1.1553 -3.7338  0.1921
H23 -0.2439 -4.0408 -6.5694  0.2006
H24 -1.5646 -2.8547 -6.4327  0.1617
H25 -0.3634 -0.6167 -6.0433  0.1575
H26 0.6763 -1.6819 -7.0126  0.1942

Output
**Energy**: -1259.6706 hartree
**Charge**: 0
**Energy above the lowest of the compared OMol25 structures with the same formula, charge and spin**: 1.637 eV
**Frontier orbital gap**: 8.34 eV

---

Largest force on an atom across the listed records, respectively: 0.152, 0.071, 0.014, 0.068, 0.014 hartree/bohr.